Here is an isolated molecule of C4H6O from OMol25. Energies are from wB97M-V/def2-TZVPD.

```
11
Properties=species:S:1:pos:R:3:forces:R:3
C -1.248 -0.288 -0.114 0.383 0.022 -0.941
C 0.019 0.066 0.693 0.203 0.229 0.055
C 1.272 -0.339 -0.139 0.260 -0.119 -0.189
O 0.918 -0.222 -1.436 -0.894 -0.913 0.247
C -0.796 1.003 -0.029 -0.550 -0.362 0.706
H -2.239 -0.644 0.151 0.137 -0.043 -0.383
H -0.577 -0.769 -1.146 0.671 1.067 0.773
H 0.078 0.112 1.781 0.084 0.076 -0.221
H 1.669 -1.340 0.114 -0.149 0.099 0.142
H 2.032 0.391 0.200 -0.195 0.034 -0.235
H -1.129 2.030 -0.074 0.051 -0.088 0.044
```
Positions in Å, forces in eV/Å.

Computed properties:
HOMO-LUMO gap (alpha / beta) ... 8.052 / 8.055 eV



Here is a structure of composition C38H39FN6O9PtSSe from OMol25. Energies are from wB97M-V/def2-TZVPD.

```
96
Properties=species:S:1:pos:R:3:forces:R:3
Pt -0.224 -0.382 -0.346 -1.392 -0.173 1.320
C -6.563 1.927 3.221 0.082 -0.280 -0.098
C -6.156 0.544 2.708 -0.488 0.256 0.383
N -5.028 0.603 1.804 0.407 -0.102 -0.283
C -3.769 0.423 2.313 -0.046 0.084 -0.480
C -2.635 0.491 1.574 0.208 -0.080 -0.371
C -1.298 0.354 2.308 0.616 -0.018 -0.018
O -1.326 0.473 3.525 -0.404 0.036 0.238
O -0.230 0.170 1.630 -0.155 0.063 -0.107
C -2.735 0.760 0.164 3.172 0.049 -0.064
O -1.709 0.959 -0.601 -2.726 -0.041 1.544
C -4.038 0.870 -0.377 -1.873 0.462 -1.570
C -4.199 1.012 -1.783 0.253 -0.210 1.343
C -5.438 1.196 -2.325 -0.639 0.112 -0.676
F -5.577 1.291 -3.677 0.068 -0.023 0.576
C -6.564 1.309 -1.516 0.994 -0.200 1.900
C -6.421 1.131 -0.109 -0.752 0.291 -1.838
C -5.191 0.858 0.457 1.060 -0.141 0.182
N -7.899 1.719 -1.941 0.314 -0.212 0.353
C -8.951 0.681 -1.787 -0.465 -0.607 0.199
C -10.288 1.432 -1.628 -0.317 -0.046 0.060
N -10.052 2.831 -1.964 -0.241 0.132 0.065
C -9.486 2.950 -3.300 -0.209 0.006 -0.104
C -8.071 2.329 -3.273 0.056 0.471 -0.854
H -7.425 1.843 3.878 -0.058 0.020 0.069
H -6.811 2.598 2.402 -0.027 0.078 -0.070
H -5.740 2.366 3.778 0.050 0.085 0.072
H -6.994 0.057 2.200 0.114 -0.071 0.093
H -5.871 -0.086 3.553 -0.059 -0.001 -0.177
H -3.695 0.226 3.373 0.029 0.058 0.104
H -3.316 0.958 -2.399 0.304 0.020 -0.365
H -7.308 1.248 0.492 -0.076 -0.005 0.204
H -8.721 0.064 -0.918 0.013 0.140 -0.108
H -8.938 0.034 -2.665 0.148 0.149 0.029
H -10.634 1.384 -0.594 0.008 -0.052 -0.104
H -11.050 0.968 -2.268 0.088 -0.021 0.057
H -8.202 2.456 -1.281 0.068 0.011 -0.226
H -10.902 3.374 -1.872 0.161 -0.009 0.058
H -9.434 4.006 -3.562 0.033 -0.068 -0.061
H -10.102 2.437 -4.049 0.074 0.062 -0.012
H -7.293 3.075 -3.434 -0.040 -0.086 0.164
H -7.957 1.558 -4.037 0.077 0.084 0.232
C -1.479 3.812 0.964 0.028 -0.149 0.192
O -0.714 4.868 0.407 0.151 0.228 -0.249
C -0.144 4.535 -0.814 0.335 -0.273 -0.108
C -0.823 4.727 -2.000 0.123 0.094 -0.024
C -0.195 4.454 -3.205 0.077 0.197 0.076
C 1.099 3.957 -3.212 0.040 0.193 0.035
C 1.782 3.740 -2.029 -0.070 0.143 0.161
C 1.172 4.044 -0.815 -0.616 0.245 -0.672
N 1.826 4.083 0.406 -0.248 0.106 0.821
C 2.984 3.548 0.816 0.245 -0.436 -0.044
C 3.567 2.349 0.460 -0.425 0.297 -0.119
C 4.906 2.097 0.893 0.464 -0.232 0.221
C 5.468 0.868 0.815 0.221 0.737 0.171
C 4.702 -0.216 0.315 -0.530 -0.077 -0.298
C 3.433 -0.038 -0.119 0.196 -0.617 -0.043
C 2.782 1.249 -0.117 -0.401 0.472 -0.097
O 1.614 1.406 -0.515 0.905 0.300 0.161
H -2.376 3.632 0.364 -0.052 -0.016 -0.037
H -1.758 4.127 1.967 -0.069 -0.021 0.036
H -0.895 2.890 1.017 0.039 -0.046 -0.025
H -1.836 5.097 -1.973 -0.131 0.081 0.036
H -0.718 4.623 -4.134 -0.049 -0.051 -0.048
H 1.584 3.737 -4.153 0.042 -0.068 -0.039
H 2.794 3.366 -2.039 0.070 -0.062 0.018
H 1.327 4.679 1.064 0.367 -0.023 -0.144
H 3.481 4.131 1.588 -0.022 0.019 -0.014
H 5.466 2.938 1.279 0.125 0.039 0.099
H 6.488 0.703 1.130 0.049 0.048 0.060
H 5.151 -1.198 0.278 -0.031 -0.131 -0.012
H 2.848 -0.860 -0.501 0.204 0.107 0.077
C -0.879 2.277 -6.258 -0.174 0.118 -0.033
N 0.145 1.384 -5.795 0.353 -0.239 0.189
C 0.290 0.903 -4.522 -0.694 0.171 0.568
Se -0.802 1.223 -3.098 -0.480 1.119 -1.015
N 1.383 0.125 -4.476 -0.031 0.079 -0.119
C 1.941 0.053 -5.724 0.005 0.235 -0.714
C 3.037 -0.641 -6.214 -0.240 0.066 0.151
C 3.321 -0.509 -7.562 0.078 -0.019 -0.068
C 2.548 0.294 -8.395 0.092 0.007 -0.120
C 1.457 0.998 -7.914 -0.126 0.046 0.097
C 1.158 0.864 -6.569 0.539 -0.354 -0.165
H -1.581 2.449 -5.439 0.131 -0.079 -0.018
H -1.408 1.833 -7.104 -0.007 -0.002 -0.013
H -0.446 3.230 -6.570 0.011 -0.017 -0.018
H 1.676 -0.460 -3.642 -0.174 0.277 -0.132
H 3.623 -1.273 -5.568 0.096 -0.077 0.103
H 4.160 -1.046 -7.977 0.090 -0.051 -0.055
H 2.798 0.373 -9.442 0.050 -0.011 -0.091
H 0.861 1.612 -8.570 -0.095 0.099 -0.062
O 0.734 -3.409 -2.359 0.054 -0.215 0.276
S 0.920 -2.072 -1.882 -0.073 -1.410 -2.148
O -0.318 -1.220 -2.161 0.349 -0.954 0.389
O 1.014 -1.983 -0.384 0.255 -0.043 0.902
O 2.063 -1.407 -2.510 0.524 -0.070 0.246
```
Positions in Å, forces in eV/Å.

Computed properties:
HOMO-LUMO gap ... 3.933 eV



Here is an isolated molecule of C6H7NO2 from OMol25. Energies are from wB97M-V/def2-TZVPD.

```
16
Properties=species:S:1:pos:R:3:forces:R:3
C 0.985 0.285 1.966 -1.847 -1.147 3.812
C 1.173 0.120 0.492 -8.385 0.403 1.482
N 2.282 -0.057 0.035 4.477 -0.256 -1.607
O 2.267 -0.201 -1.324 0.940 -0.622 -2.365
C -0.271 0.048 -0.217 3.288 -0.547 0.945
C -1.471 -0.498 0.127 1.673 1.493 0.479
C -2.340 -0.127 -0.919 -3.906 -3.120 0.264
C -1.580 0.502 -1.894 -1.289 -2.625 5.150
O -0.348 0.558 -1.427 1.870 1.215 -0.357
H 1.986 0.012 2.313 -0.091 0.922 0.829
H 0.437 1.340 2.505 2.005 -3.192 -2.161
H 0.319 -0.705 2.548 1.632 2.965 -2.219
H 3.167 -0.389 -1.758 -1.604 0.474 2.063
H -1.610 -0.928 1.093 -0.644 -0.363 0.145
H -3.454 -0.769 -0.721 3.111 2.820 -1.676
H -1.541 0.809 -2.819 -1.230 1.581 -4.783
```
Positions in Å, forces in eV/Å.

Computed properties:
HOMO-LUMO gap ... 9.530 eV



Here is a structure of composition C3H4BrClN2O from OMol25. Energies are from wB97M-V/def2-TZVPD.

```
12
Properties=species:S:1:pos:R:3:forces:R:3
C -0.537 -0.362 -1.189 2.382 0.955 0.192
C -0.402 -1.131 0.091 -0.983 -1.976 1.375
C 0.749 0.718 0.804 0.133 1.491 -3.640
N 0.105 0.798 -1.061 2.306 1.830 3.510
N -0.146 -0.199 1.201 0.757 -2.273 -0.242
O -1.061 -0.828 -2.148 -1.448 -1.016 -2.032
Cl 2.458 0.348 0.774 -0.580 -0.122 -0.058
Br 0.348 2.428 1.519 0.329 0.368 0.117
H -1.376 -1.602 0.250 -0.052 0.159 0.259
H 0.252 -2.048 0.059 -0.006 1.430 -0.186
H 0.564 1.540 -1.619 -0.992 -1.317 -0.020
H -0.955 0.336 1.319 -1.846 0.471 0.726
```
Positions in Å, forces in eV/Å.

Computed properties:
HOMO-LUMO gap ... 9.626 eV



Here is an isolated molecule of C13H22BBrF3NO8S2 from OMol25. Energies are from wB97M-V/def2-TZVPD.

```
51
Properties=species:S:1:pos:R:3:forces:R:3
C -2.274 1.623 1.655 0.094 0.513 -0.294
B -0.854 1.126 1.249 -0.004 -0.305 0.459
O 0.198 1.367 2.115 0.252 0.132 -0.742
C -0.464 0.384 -0.155 0.275 0.070 1.642
S -0.863 1.575 -1.431 -0.720 -0.888 -1.721
O -2.267 1.815 -1.552 -0.165 0.083 0.850
O -0.207 1.171 -2.641 0.725 0.153 0.227
C -0.232 3.295 -0.984 0.123 0.844 -0.354
F 0.433 3.732 -2.068 -0.361 -0.098 0.899
F 0.585 3.351 0.089 -0.493 0.177 -0.343
F -1.281 4.098 -0.755 0.826 -0.536 -0.074
C -1.261 -0.949 -0.334 -0.981 0.083 -1.060
C -2.449 -1.040 -1.309 -0.441 -0.261 0.217
C -3.818 -0.679 -0.714 -0.141 -0.778 0.177
C -4.572 -1.949 -0.318 0.095 0.104 -0.588
Br -4.940 0.214 -2.039 0.020 0.233 0.143
O -1.750 -1.406 0.930 0.316 0.228 0.521
S -0.727 -2.330 1.829 -0.094 0.142 0.262
O -0.313 -3.411 0.975 0.184 -0.364 -0.391
O 0.516 -1.319 1.977 -0.756 0.562 -0.413
C 1.434 -1.064 0.902 1.177 -0.199 0.426
C 2.745 -0.680 1.640 -0.483 -0.575 0.437
O 2.900 -1.481 2.802 0.369 0.135 0.215
O 3.654 -2.632 2.399 -0.252 -0.347 -0.513
C 1.032 -0.043 -0.197 -0.026 0.335 -0.991
C 2.067 1.059 -0.432 0.581 -0.332 -0.256
C 3.368 0.612 -1.126 0.404 0.318 0.647
C 3.577 -0.784 -1.627 -0.184 -0.037 -0.356
N 4.310 1.448 -1.296 -0.046 -0.243 -0.010
H -2.660 1.015 2.471 -0.002 -0.231 0.084
H -3.011 1.692 0.864 -0.095 -0.112 -0.084
H -2.172 2.626 2.077 -0.008 0.126 0.108
H 0.365 2.313 2.170 -0.125 0.082 0.607
H -0.584 -1.706 -0.719 0.424 0.055 0.078
H -2.537 -2.095 -1.558 0.200 -0.202 -0.083
H -2.271 -0.546 -2.254 0.222 0.289 -0.014
H -3.728 -0.084 0.182 -0.046 0.600 -0.210
H -3.947 -2.576 0.307 0.029 -0.029 0.314
H -5.521 -1.725 0.152 -0.067 0.028 0.216
H -4.781 -2.501 -1.232 -0.086 -0.198 -0.042
H 1.666 -2.014 0.430 -0.358 -0.269 -0.068
H 3.609 -0.889 1.024 0.154 0.387 -0.308
H 2.718 0.346 1.986 -0.001 0.090 0.137
H 4.299 -2.745 3.106 -0.031 0.308 0.259
H 1.082 -0.582 -1.143 -0.046 -0.300 -0.046
H 1.720 1.792 -1.147 -0.346 0.054 -0.030
H 2.352 1.587 0.469 -0.067 0.158 0.095
H 3.106 -1.561 -1.038 -0.128 -0.059 0.136
H 3.166 -0.851 -2.634 -0.092 -0.085 -0.132
H 4.635 -1.001 -1.694 0.205 0.106 -0.018
H 4.061 2.365 -0.925 -0.028 0.053 -0.013
```
Positions in Å, forces in eV/Å.

Computed properties:
HOMO-LUMO gap ... 10.049 eV



Here is a structure of composition C18H28IrNO from OMol25. Energies are from wB97M-V/def2-TZVPD.

```
49
Properties=species:S:1:pos:R:3:forces:R:3
C -0.577 1.112 -4.015 -0.457 0.469 0.361
C 0.097 2.305 -3.471 0.487 0.538 0.392
C 0.225 0.035 -4.578 0.564 -0.547 -0.729
C -1.962 0.807 -3.589 -0.582 -0.384 0.335
H -0.221 -0.446 -5.457 -0.047 0.055 0.075
H 0.350 -0.758 -3.836 0.128 -0.370 0.139
H 1.226 0.368 -4.862 -0.038 -0.017 -0.046
H -0.148 3.255 -3.977 -0.066 -0.239 0.082
H 1.186 2.189 -3.536 -0.141 0.156 -0.036
H -0.146 2.451 -2.401 -0.032 0.043 -0.261
H -2.753 1.226 -4.234 0.236 -0.004 0.120
H -2.159 1.177 -2.563 0.023 -0.026 -0.382
H -2.128 -0.286 -3.577 -0.036 0.325 -0.049
C 3.059 -0.986 0.529 -0.038 0.014 -0.549
C 2.947 -1.280 -0.901 1.525 1.373 -0.227
C 2.443 -0.061 -1.531 0.649 -0.420 -0.629
H 3.317 -2.166 -1.388 0.331 0.122 -0.145
C 2.117 0.858 -0.516 -0.204 0.908 0.264
C 2.392 0.273 0.744 1.915 1.526 -0.374
H 2.217 0.732 1.712 0.163 -0.122 -0.540
H 3.522 -1.605 1.301 -0.288 0.126 -0.312
H 2.308 0.075 -2.603 0.030 -0.067 0.404
H 1.674 1.852 -0.649 0.145 -0.638 0.008
C -0.970 -1.893 0.961 -1.772 -0.620 -0.493
C -0.178 -3.073 0.845 -0.799 -0.301 -0.092
C 0.143 -3.257 -0.543 -1.394 -1.262 -0.778
H 0.113 -3.705 1.675 0.124 0.072 -0.185
C -0.512 -2.209 -1.304 -0.912 -0.210 -0.045
C -1.194 -1.359 -0.343 -0.524 -0.104 -0.086
H -1.764 -0.454 -0.560 0.287 -0.419 0.011
H -1.383 -1.508 1.883 0.131 0.069 -0.124
H 0.720 -4.077 -0.944 -0.111 0.051 -0.077
H -0.454 -2.041 -2.373 -0.221 -0.257 0.222
Ir 1.058 -1.436 -0.024 1.194 0.343 3.442
C -1.635 1.094 4.943 0.404 -0.252 0.421
N -1.378 1.137 3.512 1.070 -0.614 0.154
C -2.341 1.755 2.649 -0.537 0.454 -0.652
C -0.235 0.721 2.905 -1.159 0.713 -0.445
C 0.794 -0.052 3.673 0.120 -0.017 0.466
O -0.107 0.987 1.695 0.334 -0.743 0.464
H -2.619 1.532 5.120 0.260 -0.151 0.118
H -0.877 1.665 5.505 -0.347 -0.111 -0.167
H -1.622 0.060 5.318 -0.161 0.319 -0.050
H -1.900 2.613 2.127 -0.227 -0.109 0.144
H -2.664 1.041 1.877 -0.041 0.239 0.174
H -3.196 2.069 3.249 0.071 -0.002 -0.236
H 1.006 -0.998 3.157 -0.104 0.193 0.066
H 1.722 0.530 3.688 -0.150 -0.143 0.166
H 0.487 -0.266 4.703 0.195 0.043 -0.320
```
Positions in Å, forces in eV/Å.

Computed properties:
HOMO-LUMO gap (alpha / beta) ... 7.035 / 5.918 eV
2S+1 ... 6
Expectation value of S² ... 8.773
Charge ... +1



Here is an isolated molecule of C5H8N2 from OMol25. Energies are from wB97M-V/def2-TZVPD.

```
15
Properties=species:S:1:pos:R:3:forces:R:3
C -1.519 0.293 0.620 -0.065 0.075 0.097
C -1.003 0.249 -0.808 -0.169 0.291 -0.014
C 0.561 0.504 -0.894 -0.301 -0.155 -0.239
N 0.977 -0.875 -1.071 0.359 -0.299 0.258
C 1.446 -1.213 0.069 0.119 -0.146 -0.227
C 1.601 -0.028 0.931 -0.085 0.306 -0.063
N 1.132 1.014 0.348 -0.238 -0.502 0.129
H -2.574 0.010 0.668 0.091 0.095 -0.085
H -0.972 -0.406 1.265 -0.110 0.090 -0.130
H -1.384 1.294 1.032 -0.106 -0.107 0.112
H -1.492 0.979 -1.450 -0.118 0.157 0.192
H -1.234 -0.737 -1.235 0.262 0.412 -0.014
H 0.796 1.182 -1.723 0.053 -0.387 0.102
H 1.625 -2.251 0.324 0.331 0.063 0.005
H 2.041 -0.016 1.924 -0.022 0.107 -0.123
```
Positions in Å, forces in eV/Å.

Computed properties:
HOMO-LUMO gap ... 10.679 eV



What is the formula in the second record?
C38H39FN6O9PtSSe



Please write out number 3 again, unchanged.
Here is an isolated molecule of C6H7NO2 from OMol25. Energies are from wB97M-V/def2-TZVPD.

```
16
Properties=species:S:1:pos:R:3:forces:R:3
C 0.985 0.285 1.966 -1.847 -1.147 3.812
C 1.173 0.120 0.492 -8.385 0.403 1.482
N 2.282 -0.057 0.035 4.477 -0.256 -1.607
O 2.267 -0.201 -1.324 0.940 -0.622 -2.365
C -0.271 0.048 -0.217 3.288 -0.547 0.945
C -1.471 -0.498 0.127 1.673 1.493 0.479
C -2.340 -0.127 -0.919 -3.906 -3.120 0.264
C -1.580 0.502 -1.894 -1.289 -2.625 5.150
O -0.348 0.558 -1.427 1.870 1.215 -0.357
H 1.986 0.012 2.313 -0.091 0.922 0.829
H 0.437 1.340 2.505 2.005 -3.192 -2.161
H 0.319 -0.705 2.548 1.632 2.965 -2.219
H 3.167 -0.389 -1.758 -1.604 0.474 2.063
H -1.610 -0.928 1.093 -0.644 -0.363 0.145
H -3.454 -0.769 -0.721 3.111 2.820 -1.676
H -1.541 0.809 -2.819 -1.230 1.581 -4.783
```
Positions in Å, forces in eV/Å.

Computed properties:
HOMO-LUMO gap ... 9.530 eV